one.
8
Properties=species:S:1:pos:R:3:mulliken_charge:R:1 method="wB97M-V/def2-TZVPD" lumo_energy_ev="1.072 / 0.778"
C 1.46 0.38 0.13 -0.3405
N -0.33 -0.55 0.45 -0.2290
N -1.48 -0.22 -0.17 -0.2392
O 0.87 -0.75 -0.32 -0.2327
H 1.26 1.34 -0.33 0.2767
H 2.19 0.27 0.92 0.2712
H -1.75 -0.34 -1.19 0.2423
H -2.22 -0.13 0.51 0.2513

=====

two.
8
Properties=species:S:1:pos:R:3:mulliken_charge:R:1 method="wB97M-V/def2-TZVPD" smiles="[H]/N=C(/[NH3+])[O-]" lumo_energy_ev=0.620
C 0.36 0.42 0.01 0.4477
N -0.58 -0.91 -0.03 -0.4819
O 1.46 -0.16 -0.31 -0.6337
N -0.12 1.54 0.28 -0.6226
H 0.56 -1.23 -0.34 0.4659
H -0.94 -1.14 0.89 0.2717
H -1.35 -0.77 -0.68 0.2798
H 0.60 2.26 0.19 0.2731

=====

three.
8
Properties=species:S:1:pos:R:3:mulliken_charge:R:1 method="wB97M-V/def2-TZVPD" smiles="NC(N)=O" lumo_energy_ev=0.799
C -0.96 0.03 -0.02 0.5107
N -0.35 -1.21 -0.05 -0.3774
N -0.07 1.30 -0.21 -0.5504
O -2.10 0.23 0.18 -0.5040
H 0.61 -1.39 -0.27 0.1949
H -0.90 -2.10 0.10 0.2384
H 0.71 1.07 0.37 0.2161
H -0.64 2.18 -0.05 0.2718

=====

four.
8
Properties=species:S:1:pos:R:3:mulliken_charge:R:1 method="wB97M-V/def2-TZVPD" smiles="[H]/N=C/NO" lumo_energy_ev=0.700
C -0.33 -0.47 0.17 0.1661
H 1.35 1.77 0.42 0.3399
H 0.05 0.56 -1.48 0.2623
H 0.15 -0.96 1.11 0.2639
H -1.76 -1.28 0.67 0.2628
N 0.43 0.32 -0.58 -0.1981
N -1.47 -0.86 -0.18 -0.6758
O 1.58 0.93 -0.14 -0.4211

=====

According to the calculations, the structures order from most to least stable as three, two, four, one.

=====

one.
8
Properties=species:S:1:pos:R:3:mulliken_charge:R:1 method="wB97M-V/def2-TZVPD" lumo_energy_ev=0.439
C 0.48 -0.53 0.69 0.5916
N 0.90 0.71 0.50 -0.3548
N -0.95 -0.12 -1.05 -0.7349
O 0.36 -1.57 1.22 -0.3399
H 0.44 1.46 -0.04 0.3032
H 1.66 1.05 1.06 0.2371
H -1.91 -0.14 -0.67 0.1491
H -0.99 -0.86 -1.71 0.1486

=====

two.
8
Properties=species:S:1:pos:R:3:mulliken_charge:R:1 method="wB97M-V/def2-TZVPD" lumo_energy_ev=-1.989
C 0.46 0.96 -0.28 0.1202
H -1.11 -0.11 -1.07 0.4016
H 0.00 -2.48 -0.24 0.2447
H -0.17 0.34 2.05 0.0704
H 0.69 1.93 0.52 0.2907
N -0.63 -1.17 0.13 -0.4521
N 0.79 -0.44 0.27 -0.2127
O -0.03 0.98 -1.39 -0.4627

=====

three.
8
Properties=species:S:1:pos:R:3:mulliken_charge:R:1 method="wB97M-V/def2-TZVPD" lumo_energy_ev=0.750
C 0.49 -0.18 0.35 0.1231
N -0.61 -0.81 -0.18 -0.3191
N -1.13 0.62 -0.03 -0.4856
O 1.59 0.32 -0.11 -0.3904
H 0.50 -0.13 1.39 0.3114
H -0.61 -0.88 -1.23 0.2995
H -1.79 0.73 0.84 0.1754
H 1.55 0.33 -1.03 0.2858

=====

According to the calculations, the structures order from most to least stable as one, three, two.

=====

one.
16
Properties=species:S:1:pos:R:3:mulliken_charge:R:1 method="wB97M-V/def2-TZVPD" lumo_energy_ev=4.026 total_charge=-1
C -0.89 -1.99 1.39 -0.7956
N -0.02 -1.28 0.47 -0.2790
C -0.51 -0.04 -0.14 -0.2284
O 0.50 0.90 -0.26 -0.9864
H -1.05 -3.03 1.08 0.2154
H -1.86 -1.47 1.40 0.3159
H -0.54 -1.97 2.43 0.2501
H 0.94 -1.24 0.75 0.1967
H -1.31 0.44 0.44 0.1629
H -0.87 -0.34 -1.14 0.2109
H 2.97 1.65 -0.81 0.2521
H 1.98 0.61 -0.33 0.4421
O 3.01 0.82 -0.34 -0.7774
H -0.11 1.96 -1.37 0.4700
H -1.57 2.38 -1.64 0.2706
O -0.67 2.60 -1.93 -0.7199

=====

two.
16
Properties=species:S:1:pos:R:3:mulliken_charge:R:1 method="wB97M-V/def2-TZVPD" lumo_energy_ev=4.197 total_charge=-1
C -0.85 -0.89 -0.09 -0.6533
O -0.30 -0.52 1.11 -0.9491
C -0.82 0.08 -1.29 -0.4106
N 0.48 0.31 -1.94 -0.6999
H -1.93 -1.13 0.01 0.3378
H -0.35 -1.79 -0.50 0.3242
H -1.19 1.07 -1.03 0.3695
H -1.49 -0.42 -2.01 0.2967
H 1.06 -0.53 -2.02 0.2116
H 1.06 0.84 -1.29 0.3308
H 1.47 -0.79 0.74 0.4102
H 2.29 -1.46 -0.35 0.2683
O 2.40 -0.88 0.41 -0.7203
H -0.22 2.15 1.40 0.2727
H -0.93 0.85 1.45 0.3709
O -1.11 1.85 1.63 -0.7596

=====

According to the calculations, the structures order from most to least stable as two, one.

=====

one.
44
Properties=species:S:1:pos:R:3:mulliken_charge:R:1 method="wB97M-V/def2-TZVPD" lumo_energy_ev=2.931 total_charge=-1
C 0.40 -0.67 -2.38 -0.7029
C -0.06 0.61 -3.09 -0.8044
C -1.31 1.19 -2.52 -0.1130
O -1.21 2.19 -1.55 -0.6496
N 0.87 -0.43 -1.02 0.6107
C 1.43 -1.37 -0.24 0.1513
N 2.09 -2.55 -0.70 -0.5281
O 1.59 -1.14 0.96 -0.5875
H -0.38 -1.47 -2.37 0.3493
H 1.25 -1.08 -2.97 0.3847
H 0.76 1.34 -3.11 0.3149
H -0.07 0.46 -4.19 0.3968
H -2.01 1.70 -3.27 0.2816
H -1.90 0.32 -2.15 0.0770
H 0.69 0.47 -0.42 0.0080
H 2.60 -3.03 0.02 0.2811
H 1.57 -3.19 -1.31 0.2080
H -1.23 -1.37 0.94 0.3022
H -0.90 -2.66 1.78 0.2656
O -1.53 -2.25 1.18 -0.5817
H -1.35 -1.14 4.21 0.2938
H -0.18 -0.58 3.34 0.4865
O -0.79 -1.35 3.47 -0.6207
H 3.23 2.94 -0.60 0.3611
H 2.02 2.05 -0.98 0.2899
O 2.72 2.62 -1.35 -0.7382
H 2.34 2.18 1.67 0.3425
H 3.01 1.17 0.89 0.3589
O 3.25 1.89 1.49 -0.7352
H -2.37 -2.25 -1.30 0.3233
H -2.90 -3.52 -0.82 0.3437
O -2.84 -3.04 -1.66 -0.6772
H -1.93 1.41 0.23 0.5473
H -0.85 1.22 1.01 0.3342
O -1.83 1.20 1.19 -0.7634
H -2.24 0.38 2.74 0.4182
H -2.94 -0.82 2.30 0.3415
O -2.88 -0.27 3.10 -0.7363
H 0.42 1.07 2.07 0.2583
H 1.65 0.24 2.55 0.3527
O 0.91 0.76 2.87 -0.8798
H 0.59 2.79 0.51 0.0193
H -0.44 2.09 -0.94 0.3570
O 0.76 1.85 0.40 -0.9414

=====

two.
44
Properties=species:S:1:pos:R:3:mulliken_charge:R:1 method="wB97M-V/def2-TZVPD" lumo_energy_ev=2.800 total_charge=-1
C 2.20 -0.77 0.12 -0.7326
C 1.79 -1.39 1.52 -0.7062
C 0.45 -0.95 2.20 -0.7397
O -0.56 -1.87 2.00 -0.6848
N 1.11 -0.69 -0.80 0.7745
C 1.28 -0.52 -2.18 0.1916
N 2.49 -0.97 -2.66 -0.3459
O 0.35 -0.26 -2.93 -0.7612
H 2.41 0.28 0.39 0.2705
H 3.12 -1.24 -0.14 0.4058
H 1.56 -2.48 1.36 0.3087
H 2.63 -1.24 2.25 0.3751
H 0.69 -0.84 3.26 0.5165
H 0.20 0.06 1.87 0.3055
H 0.15 -0.59 -0.47 -0.1310
H 2.88 -0.63 -3.51 0.2553
H 3.17 -1.34 -2.03 0.1485
H 1.63 1.99 -1.82 0.3081
H 0.81 3.12 -1.43 0.3723
O 1.77 2.91 -1.54 -0.6836
H -0.81 2.89 -1.39 0.4331
H -1.08 4.27 -2.04 0.3162
O -0.89 3.88 -1.19 -0.7375
H -0.66 -2.95 -2.89 0.3649
H -0.07 -3.26 -1.38 0.3010
O 0.04 -3.29 -2.33 -0.6634
H -1.90 -1.49 -1.50 0.3738
H -1.57 -1.21 -2.91 0.4544
O -2.15 -1.80 -2.41 -0.8169
H 0.29 2.09 3.73 0.3709
H 0.99 1.45 2.58 0.3724
O 1.16 1.76 3.47 -0.6587
H -1.90 -0.43 3.03 0.3792
H -2.43 -0.46 1.60 0.5001
O -2.66 -0.10 2.53 -0.8225
H -2.51 1.48 3.41 0.4022
H -1.90 2.92 3.19 0.3058
O -1.93 2.17 3.79 -0.6891
H -1.91 0.96 -1.55 0.3798
H -0.76 0.91 -2.48 0.4024
O -1.46 1.55 -2.18 -0.8093
H -2.93 -1.36 0.16 0.1315
H -1.08 -1.64 1.17 0.4580
O -2.05 -0.94 0.15 -1.1956

=====

According to the calculations, the structures order from most to least stable as two, one.

=====

one.
9
Properties=species:S:1:pos:R:3:mulliken_charge:R:1 method="wB97M-V/def2-TZVPD" smiles=[O-]P(O)CS lumo_energy_ev=3.710 total_charge=-1
C -0.77 -0.32 0.41 -0.5914
O 1.03 1.65 -0.03 -0.5666
O 1.70 -0.91 -1.04 -0.7179
P 1.08 0.28 0.52 0.2035
S -1.86 1.08 0.13 -0.3642
H -1.05 -0.80 1.35 0.3120
H -0.89 -1.03 -0.41 0.2752
H 1.57 -1.80 -0.71 0.2481
H -0.80 1.84 -0.23 0.2014

=====

two.
9
Properties=species:S:1:pos:R:3:mulliken_charge:R:1 method="wB97M-V/def2-TZVPD" lumo_energy_ev=3.452 total_charge=-1
C 0.45 -0.23 -0.74 -0.4803
O -2.20 0.09 -0.66 -0.5556
O -0.84 -0.11 1.49 -0.4430
P -1.21 -0.79 -0.03 -0.1042
S 1.95 -0.75 0.04 -0.2826
H 0.68 1.55 -0.73 0.0977
H 0.51 -0.18 -1.92 0.3556
H -1.07 0.72 1.20 0.2805
H 1.74 -0.30 1.35 0.1319

=====

According to the calculations, the structures order from most to least stable as one, two.

=====

one.
7
Properties=species:S:1:pos:R:3:mulliken_charge:R:1 method="wB97M-V/def2-TZVPD" lumo_energy_ev="-3.315 / -3.315"
C -0.85 -0.47 0.04 -0.6120
S 1.24 2.70 0.85 -0.2664
S -1.51 1.20 -0.06 -0.0500
H -0.68 -0.86 -0.96 0.2635
H -1.55 -1.09 0.58 0.2657
H 0.09 -0.42 0.59 0.2470
H 1.80 2.46 -0.33 0.1522

=====

two.
7
Properties=species:S:1:pos:R:3:mulliken_charge:R:1 method="wB97M-V/def2-TZVPD" lumo_energy_ev="-3.110 / -3.118"
C -0.68 0.48 0.39 -0.7375
S 3.05 -0.14 0.26 -0.2393
S 0.50 1.62 -0.28 -0.0546
H -1.69 0.84 0.33 0.3403
H -0.38 0.32 1.39 0.2924
H -0.76 -0.47 -0.36 0.2498
H 3.31 0.53 -0.90 0.1490

=====

According to the calculations, the structures order from most to least stable as one, two.